Molecular formula: C42H94N10O13
Method: DFT, ωB97M-V with the def2-TZVPD basis set

Properties
* total charge: 0
* electronic energy: -86595.006 eV
* Kohn-Sham gap: 8.16 eV
* energy relative to the best compared isomer or geometry (same formula, charge and spin): 527.38 kJ/mol
* 2S+1: 1

Each line ends with the Löwdin charge.
CARTESIAN COORDINATES (ANGSTROEM)
C1 -4.1517 -4.4673 1.0707  -0.349
O1 -4.3352 -4.9758 -0.0100  0.036
N1 -3.5023 -3.3131 1.3076  -0.175
C2 -3.5446 -2.6697 2.6048  -0.051
C3 -2.8525 -2.6138 0.2149  -0.043
H1 -4.4718 -4.9178 2.0315  0.137
H2 -2.8255 -3.0922 3.3147  0.080
H3 -4.5646 -2.7635 2.9828  0.086
H4 -3.2922 -1.6119 2.5236  0.060
H5 -1.8687 -2.1916 0.4203  0.057
H6 -2.7897 -3.2963 -0.6308  0.065
H7 -3.4759 -1.7849 -0.1405  0.101
C4 -0.6610 5.3105 4.7794  -0.349
O2 -1.6680 5.6650 5.3558  0.015
N2 -0.6515 4.6681 3.5945  -0.182
C5 0.5847 4.2517 2.9622  -0.062
C6 -1.8460 4.4221 2.8184  -0.040
H8 0.3541 5.4735 5.1727  0.134
H9 1.4144 4.8802 3.2917  0.088
H10 0.5438 4.3744 1.8793  0.085
H11 0.8252 3.2037 3.1588  0.063
H12 -2.6547 5.0314 3.2181  0.093
H13 -1.6980 4.6934 1.7716  0.081
H14 -2.1578 3.3741 2.8071  0.069
C7 3.6942 -1.7356 -2.2674  -0.337
O3 2.8580 -1.3219 -3.0489  0.009
N3 4.3019 -2.9328 -2.3160  -0.171
C8 5.2716 -3.3540 -1.3440  -0.058
C9 3.9748 -3.9035 -3.3471  -0.047
H15 4.1111 -1.0924 -1.4800  0.114
H16 4.8641 -3.9707 -0.5374  0.063
H17 5.7409 -2.4819 -0.8838  0.078
H18 6.1030 -3.9130 -1.7772  0.093
H19 4.9090 -4.1680 -3.8562  0.090
H20 3.5897 -4.8310 -2.9214  0.083
H21 3.3428 -3.4728 -4.1170  0.089
C10 -3.4305 1.1291 3.8825  -0.342
O4 -2.9090 0.8762 2.8043  -0.033
N4 -4.7477 1.2423 4.0692  -0.174
C11 -5.3288 1.4882 5.3864  -0.042
C12 -5.6991 0.9439 3.0318  -0.047
H22 -2.8556 1.1894 4.8191  0.139
H23 -5.5012 2.5511 5.5468  0.093
H24 -4.7077 1.1059 6.1980  0.088
H25 -6.2591 0.9312 5.4829  0.089
H26 -5.1884 0.8903 2.0736  0.084
H27 -6.2157 -0.0165 3.1599  0.095
H28 -6.5404 1.6405 3.0247  0.093
C13 1.4946 1.9251 -7.3898  -0.348
O5 1.1110 2.4041 -8.4334  0.012
N5 1.2084 2.3549 -6.1430  -0.178
C14 1.6547 1.7271 -4.9201  -0.049
C15 0.3680 3.5125 -5.9376  -0.058
H29 2.1480 1.0360 -7.4005  0.136
H30 0.8080 1.3390 -4.3557  0.062
H31 2.2029 2.4032 -4.2582  0.083
H32 2.3686 0.9325 -5.1406  0.089
H33 -0.5623 3.3438 -5.3919  0.071
H34 0.8539 4.3405 -5.4108  0.089
H35 0.1294 3.9415 -6.9120  0.086
C16 5.4805 2.7734 -1.1367  -0.344
O6 6.1512 3.1485 -2.0746  0.018
N6 4.2292 3.2025 -0.8928  -0.178
C17 3.4424 2.7162 0.2218  -0.061
C18 3.6232 4.3406 -1.5612  -0.038
H36 5.7767 2.0325 -0.3782  0.128
H37 2.5880 2.1604 -0.1801  0.066
H38 3.0053 3.4835 0.8620  0.079
H39 3.9483 1.9572 0.8182  0.068
H40 2.7321 4.0386 -2.1165  0.082
H41 3.3527 5.0874 -0.8145  0.087
H42 4.3074 4.7765 -2.2852  0.088
C19 -1.3578 -5.4410 -1.8275  -0.337
O7 -2.5323 -5.5802 -2.0518  0.030
N7 -0.6512 -4.3092 -2.0762  -0.162
C20 0.7521 -4.2227 -1.8143  -0.061
C21 -1.2513 -3.2196 -2.8265  -0.052
H43 -0.7236 -6.2466 -1.4331  0.135
H44 1.0956 -3.2600 -1.4263  0.078
H45 1.3894 -4.3654 -2.6999  0.080
H46 1.0112 -5.0370 -1.1337  0.064
H47 -2.3200 -3.3600 -2.9573  0.084
H48 -1.1523 -2.3281 -2.1916  0.069
H49 -0.7961 -3.0170 -3.7940  0.089
C22 5.2550 -0.7498 1.5085  -0.335
O8 4.3391 -0.5324 0.7292  -0.017
N8 5.1548 -0.8401 2.8378  -0.176
C23 6.3384 -1.0704 3.6679  -0.043
C24 3.9369 -0.6201 3.6039  -0.049
H50 6.2928 -0.9685 1.1926  0.140
H51 7.1844 -1.4843 3.1292  0.087
H52 6.0530 -1.6930 4.5150  0.087
H53 6.6452 -0.1235 4.1252  0.093
H54 3.9904 0.3918 4.0231  0.101
H55 3.0851 -0.6412 2.9272  0.083
H56 3.8607 -1.2993 4.4480  0.070
C25 -0.3769 -1.5073 4.1577  -0.324
O9 -0.3605 -2.7083 4.3687  0.006
N9 0.3456 -0.6328 4.8879  -0.172
C26 1.3565 -1.0477 5.8206  -0.037
C27 0.3183 0.7816 4.5902  -0.075
H57 -1.0721 -1.0529 3.4374  0.119
H58 1.3085 -0.4226 6.7109  0.097
H59 2.3707 -0.9866 5.4032  0.049
H60 1.2574 -2.1121 6.0260  0.095
H61 1.2520 1.1762 4.1859  0.074
H62 -0.5475 1.0839 3.9984  0.069
H63 0.1356 1.3338 5.5212  0.095
C28 -3.0995 -0.7071 -5.5456  -0.319
O10 -2.6635 -1.7286 -5.0509  0.015
N10 -2.8235 0.5295 -5.0738  -0.168
C29 -3.2822 1.7083 -5.7659  -0.059
C30 -2.1190 0.7440 -3.8268  -0.029
H64 -3.7546 -0.7355 -6.4290  0.136
H65 -2.5349 2.1533 -6.4292  0.085
H66 -3.6709 2.4455 -5.0629  0.065
H67 -4.1179 1.5040 -6.4417  0.089
H68 -1.8641 -0.1730 -3.3041  0.074
H69 -1.2464 1.3940 -3.8370  0.070
H70 -2.8449 1.2250 -3.1597  0.077
C31 -4.8931 3.4250 -2.5590  -0.186
C32 -4.5706 2.8919 -1.1609  -0.155
C33 -3.7749 4.0617 -0.5608  -0.204
O11 -4.0399 5.1771 -1.3974  -0.136
C34 -5.1357 4.8817 -2.2627  -0.195
H71 -5.7346 2.8917 -3.0133  0.121
H72 -4.0582 3.2657 -3.2444  0.082
H73 -4.0635 1.9309 -1.2276  0.099
H74 -5.5531 2.7638 -0.7014  0.109
H75 -2.7009 3.8671 -0.5059  0.108
H76 -4.0624 4.1953 0.4893  0.107
H77 -5.0860 5.5295 -3.1363  0.122
H78 -6.0613 5.0860 -1.7109  0.124
C35 2.7399 -4.5271 0.8644  -0.157
C36 1.8389 -3.4056 1.3921  -0.138
C37 0.4703 -4.0631 1.6052  -0.167
O12 0.5234 -5.3100 0.9040  -0.173
C38 1.8554 -5.7709 1.0504  -0.200
H79 3.6729 -4.5554 1.4286  0.107
H80 3.0097 -4.4679 -0.1909  0.070
H81 1.7505 -2.5763 0.6898  0.061
H82 2.2174 -3.0340 2.3459  0.104
H83 -0.3659 -3.4589 1.2542  0.102
H84 0.2689 -4.3173 2.6489  0.106
H85 2.0363 -6.5344 0.2945  0.121
H86 1.9909 -6.2233 2.0405  0.122
C39 0.4938 0.2816 0.8752  -0.158
C40 0.9652 -0.5813 -0.2857  -0.169
C41 0.5655 0.3015 -1.4652  -0.208
O13 -0.6291 0.9298 -1.0158  -0.141
C42 -0.8598 0.7615 0.4096  -0.166
H87 1.1614 1.1434 0.9811  0.096
H88 0.4481 -0.2055 1.8538  0.092
H89 0.4250 -1.5290 -0.3836  0.085
H90 2.0209 -0.8284 -0.1746  0.080
H91 0.3708 -0.2685 -2.3739  0.099
H92 1.4082 0.9695 -1.6861  0.107
H93 -1.5296 -0.0773 0.6047  0.092
H94 -1.1908 1.7103 0.8172  0.104